{
  "formula": "C8H3F3N5O6",
  "method": "ωB97M-V/def2-TZVPD",
  "charge": -1,
  "spin_multiplicity": 1,
  "largest_force_ev_per_a": 3.10,
  "homo_lumo_gap_ev": 5.8,
  "de_lowest_kcal_mol": 5.78,
  "species": ["N", "O", "C", "O", "H", "H", "N", "N", "O", "C", "F", "N", "H", "F", "F", "C", "O", "C", "N", "O", "C", "C", "C", "O", "C"],
  "xyz": [[-1.04903, -1.88359, 0.83656], [-2.45170, 2.38677, -1.41622], [2.08276, 0.39010, -0.87679], [-0.47737, -0.55177, 2.66061], [-0.12350, 3.03079, -1.04329], [-0.91305, -1.19446, -1.26644], [1.77189, -1.86177, -0.92070], [2.52145, 2.87038, -1.26499], [3.75374, 2.66459, -1.25778], [1.62280, 1.77675, -0.92535], [-3.43631, -1.94361, 2.67947], [-2.07740, 1.21873, -1.20970], [0.01327, -1.97782, 0.65019], [-2.03293, -3.66437, 2.82605], [-1.96293, -2.04610, 4.32116], [-0.26778, -0.38190, -0.91532], [2.01570, 3.97441, -1.56769], [1.12642, -0.66371, -0.86143], [3.30937, -0.11454, -1.18488], [3.12693, -1.47734, -1.18977], [-2.15442, -2.31029, 2.99408], [-0.67615, 0.95588, -0.99296], [-1.11200, -1.46390, 2.09376], [-2.86676, 0.24970, -1.17925], [0.25701, 2.01705, -0.98932]],
  "mulliken_charge": [-0.70, -0.63, 0.71, -0.68, 0.56, 0.16, -0.54, 0.90, -0.58, -0.43, -0.27, 0.95, 0.20, -0.27, -0.25, 0.38, -0.61, 0.45, -0.39, -0.11, 0.72, -0.13, 0.46, -0.59, -0.32]
}

***

{
  "formula": "C43H51BBr2N6O7P2",
  "method": "ωB97M-V/def2-TZVPD",
  "smiles": "CCOB(O)[C@]1(PP(=O)(O)O)C(=O)N[C@](Cc2ccccc2)(/C(Br)=C(\\C)Br)[C@@H]1COC.c1ccncc1.c1ccncc1.c1ccncc1.c1ccncc1.c1ccncc1",
  "spin_multiplicity": 1,
  "largest_force_ev_per_a": 4.90,
  "homo_lumo_gap_ev": 9.1,
  "species": ["C", "H", "H", "H", "H", "H", "H", "H", "O", "H", "C", "H", "C", "H", "C", "N", "C", "C", "N", "C", "C", "C", "C", "H", "H", "C", "H", "C", "H", "H", "N", "H", "C", "N", "H", "H", "H", "P", "Br", "H", "O", "C", "H", "H", "H", "H", "O", "H", "C", "H", "H", "H", "C", "C", "C", "N", "O", "H", "N", "H", "H", "C", "H", "C", "H", "Br", "H", "C", "C", "B", "C", "C", "H", "C", "C", "C", "H", "H", "C", "H", "H", "O", "C", "C", "C", "C", "C", "P", "H", "C", "H", "C", "H", "H", "H", "O", "O", "C", "H", "C", "C", "C", "C", "C", "H", "H", "H", "C", "C", "H", "H", "H"],
  "xyz": [[7.16481, -9.39643, -5.60867], [5.20245, -7.38636, -3.14655], [-12.28452, 4.50218, 0.88386], [3.52229, -0.36960, 4.49685], [2.60447, 1.65591, 5.21847], [-10.71903, 4.53841, 2.82824], [-1.35643, 6.02676, 2.24576], [0.61403, 7.14173, 2.03938], [0.82001, 1.59723, 4.05240], [-6.38701, 3.24120, 2.27106], [-9.71657, 2.69236, -0.33930], [5.49509, -2.27204, -1.45444], [4.13948, -4.84957, -4.22897], [4.36095, -5.34568, -6.30883], [-3.88706, 4.33620, 4.42239], [6.62434, -7.58570, -7.10207], [6.39623, -10.26928, -6.36449], [5.88908, -8.45378, -7.81551], [2.20790, -1.87306, -0.79427], [-10.45860, 4.02121, 1.91320], [2.85285, 0.07147, 3.66588], [-10.95072, 3.32174, -0.32164], [3.36950, -2.43029, -1.17705], [7.68938, -9.73540, -4.72387], [-8.53150, 3.35572, 2.61237], [-2.26448, 6.00081, 2.93364], [3.15322, -6.54530, -1.99705], [-2.75674, 1.83163, 2.79850], [2.00753, 5.53598, -0.98889], [-6.76910, 8.60520, 0.28823], [4.69910, -4.52575, -3.04785], [1.68745, -8.19412, -0.82651], [-3.90152, 6.29269, 0.69622], [-1.47684, 4.39129, 4.55498], [6.84621, -5.15641, -6.21331], [7.92586, -4.55400, -4.04520], [-9.37995, 2.14763, -1.21564], [0.22989, 4.08190, 0.90134], [-6.72233, 3.93646, 5.22858], [-3.30682, 5.49960, 0.13067], [0.74425, 1.31560, 1.57881], [3.93882, -10.26400, -1.92567], [3.29741, -3.45151, -1.53159], [-2.44031, -0.72914, 2.82265], [-1.61281, 3.37993, 4.79517], [-3.94866, 8.08215, 3.97939], [3.03962, 4.64324, 1.90154], [1.99380, -0.65465, 3.45611], [-5.46885, 8.53915, 2.25496], [5.40041, -8.03521, -8.68959], [-5.42700, 6.68979, -1.02149], [0.78143, 0.37592, 1.89484], [4.61521, -0.46442, -0.67560], [7.24577, -8.07386, -6.01352], [6.03878, -4.43192, -3.02193], [-8.85844, 2.70064, 0.69293], [1.49547, 6.77968, 2.27951], [5.13434, -10.44590, -8.10335], [2.83221, -9.83403, -1.29867], [-3.88740, 1.89384, 3.02588], [7.83172, -7.35281, -5.45261], [-2.88149, -0.34835, 1.83411], [-4.02436, -0.46654, 1.78382], [4.58934, -1.77372, -1.13536], [-2.45181, -1.01275, 0.99553], [-3.71850, 4.49004, 6.41920], [6.30757, -11.31171, -6.07840], [-9.24491, 3.36362, 1.79463], [2.26200, -0.60547, -0.35183], [0.37423, 2.07176, 2.76972], [-0.12066, 4.26142, 3.91326], [-5.19732, 4.10449, 3.93652], [5.69787, -9.83257, -3.08485], [-5.87819, 8.10479, 0.81619], [-5.12632, 7.00664, 0.03046], [4.86397, -5.08580, -5.38590], [-4.64578, 3.72648, 1.71717], [-2.35627, 3.57551, 1.43164], [-2.14087, 3.27768, 2.52491], [3.41297, 1.15656, 0.08727], [3.46633, 0.24126, 2.71137], [0.98602, 4.62927, 4.33357], [4.53894, -8.07188, -2.62928], [4.81828, -9.43041, -2.59799], [-3.48647, 6.66447, 2.15455], [-2.58641, 4.51389, 3.50951], [5.74286, -9.79251, -7.49080], [1.89222, 5.44579, 1.25900], [-2.02091, 6.66725, 3.83971], [-5.52570, 4.00455, 2.38149], [2.80187, 2.33871, 3.52896], [-4.27922, 7.78705, 2.91818], [-2.29606, 1.30122, 3.71939], [6.46502, -4.17191, -2.05802], [5.55058, 0.08305, -0.62965], [2.44447, 6.01349, -0.24852], [-2.59344, 1.04904, 1.58613], [2.58665, -8.51431, -1.34278], [4.11152, -11.33454, -1.87588], [-11.32564, 3.99815, 0.83049], [6.24540, -4.97989, -5.32830], [-0.51699, 3.44878, 2.55797], [2.27233, 1.51850, 4.12283], [3.42978, 0.13593, -0.27576], [-5.98160, 5.01458, 2.05045], [-6.03098, 9.37964, 2.78808], [1.31186, -0.18171, -0.04853], [6.84963, -4.64569, -4.12488], [3.40094, -7.59953, -1.99115], [-11.60238, 3.28376, -1.18563], [-0.82517, 4.87409, 0.33179], [3.05610, -4.91726, -4.22415]],
  "mulliken_charge": [-0.53, 0.22, 0.37, 0.31, 0.39, 0.36, -0.56, 0.34, -0.58, 0.35, -0.22, 0.15, -0.17, 0.44, -1.27, -0.40, -0.12, -0.32, -0.57, -0.66, -0.67, -0.38, -0.18, 0.44, 0.27, -0.37, 0.34, -0.73, 0.34, 0.30, -0.07, 0.36, -0.01, -0.80, 0.57, 0.37, 0.37, -0.50, -0.18, 0.12, -0.51, -0.33, 0.56, 0.30, 0.35, 0.26, -0.60, 0.15, -0.57, 0.37, 0.33, 0.17, -0.67, -0.12, -0.36, -0.45, -0.50, 0.37, -0.57, 0.32, 0.38, -0.74, 0.30, -0.01, 0.25, -0.13, 0.38, 0.23, -0.75, 0.98, 0.05, -0.01, 0.29, -0.32, -0.57, -0.69, 0.08, 0.14, -0.80, 0.59, 0.12, -0.51, 0.21, -0.40, 0.27, 2.69, -0.42, 1.07, 0.61, -0.62, 0.10, -0.33, 0.32, 0.56, 0.39, -0.55, -0.35, -0.44, 0.35, -0.19, -0.23, 1.27, -0.17, -0.36, 0.24, 0.33, 0.89, -0.76, -0.05, 0.35, 0.04, 0.35]
}

***

{
  "formula": "C4H8O2",
  "method": "ωB97M-V/def2-TZVPD",
  "smiles": "C[C@@H](O)CC=O",
  "spin_multiplicity": 1,
  "largest_force_ev_per_a": 1.56,
  "homo_lumo_gap_ev": 10.3,
  "de_lowest_kcal_mol": 31.20,
  "species": ["H", "H", "H", "O", "C", "H", "C", "H", "O", "H", "C", "H", "C", "H"],
  "xyz": [[0.34563, -1.15674, 1.01730], [-1.65240, -1.04818, -1.21800], [-0.79148, 2.05689, 0.49915], [2.72170, -0.76299, 1.13438], [-1.67441, -0.23695, -0.48286], [0.83804, -1.49435, -0.63674], [0.70125, -0.67948, 0.08817], [-2.01388, -0.64304, 0.47756], [-0.24096, 1.30459, 0.74021], [-2.38067, 0.52600, -0.81720], [-0.29338, 0.35354, -0.31835], [2.33343, 1.02869, 0.31977], [2.03402, -0.05052, 0.44944], [0.07310, 0.80254, -1.25283]],
  "mulliken_charge": [0.28, 0.33, 0.32, -0.48, -1.30, 0.43, -0.66, 0.34, -0.54, 0.37, 0.37, 0.34, -0.05, 0.25]
}

***

{
  "formula": "C3H2LiNdO2",
  "method": "ωB97M-V/def2-TZVPD",
  "charge": 1,
  "spin_multiplicity": 5,
  "largest_force_ev_per_a": 7.81,
  "s_squared": 6.0053,
  "homo_lumo_gap_ev": [6.2, 6.2],
  "species": ["O", "C", "Li", "O", "H", "Nd", "C", "C", "H"],
  "xyz": [[0.68429, -0.48267, -1.19066], [-0.49887, 0.10748, -0.73265], [-2.43789, -1.76649, 0.52846], [-2.16579, 0.10542, 0.26421], [-1.95867, 1.68654, -1.11615], [1.88111, 0.37098, 0.76618], [-1.86959, 0.59198, -1.05535], [-0.73275, -0.66844, 0.37825], [-2.41698, 0.11100, -1.87843]],
  "mulliken_charge": [-0.77, 0.19, 0.99, -0.57, 0.20, 1.48, -0.26, -0.47, 0.20]
}

***

Number 4 is which compound?
C3H2LiNdO2